# 1
The following is a quantum chemistry calculation of a structure of composition C5H15Cl2N5O19V at a distorted geometry, from the OMol25 dataset.

Summary:
HOMO level (alpha / beta): -10.59 / -10.86 eV
frontier orbital gap (alpha / beta): 0.3481 / 0.3525 Eh
LUMO energy (alpha / beta): -1.120 / -1.266 eV
energy relative to the best compared isomer or geometry (same formula, charge and spin): 0.000 eV
largest force on an atom: 3.1 eV/A
calculated total energy: -3766.2881 a.u.
spin multiplicity: 2

```
47
Properties=species:S:1:pos:R:3:forces:R:3:lowdin_spin:R:1
O 1.614595 0.362469 0.215635 -1.558 0.123 -0.513 -0.2008
V 0.203668 0.858274 -0.294081 2.037 -0.648 0.537 1.1162
Cl 2.378527 2.549212 -1.684352 0.040 -0.890 1.289 0.0025
O 0.851254 2.225988 -1.491264 0.718 0.656 -0.482 0.0325
O 3.050924 1.289806 -1.929083 -0.635 1.518 0.612 -0.0006
O 2.405843 3.382742 -2.805398 -0.002 0.712 -1.083 -0.0006
O 2.783799 3.261734 -0.489498 -0.249 -1.207 -0.968 0.0017
Cl -3.191008 0.897838 -1.094098 -0.037 -1.097 -0.428 0.0003
O -4.021606 2.026728 -1.071726 -0.404 1.309 -0.001 0.0000
O -3.380668 0.173498 -2.341876 0.274 0.153 1.305 0.0000
O -1.759398 1.360704 -1.071408 -0.267 0.055 0.271 0.0015
O -3.434652 0.099130 0.074018 0.347 -0.228 -0.670 0.0000
C 2.982389 -1.440990 3.579519 1.284 0.106 -0.321 0.0000
N 1.603050 -1.576010 3.049706 -2.947 0.417 0.761 -0.0002
O 0.777816 -0.749805 3.502190 1.780 -0.645 -0.461 -0.0001
O 1.204588 -2.468799 2.314621 1.699 0.295 0.319 -0.0001
H 3.668036 -1.093349 2.785697 -0.686 0.064 0.115 0.0000
H 3.443744 -2.381059 3.924032 -0.891 0.122 -0.136 0.0000
H 2.924071 -0.698117 4.377512 0.016 -0.256 -0.257 0.0000
C 1.275298 -3.602773 -0.808428 0.442 -2.354 0.844 -0.0001
N -0.098791 -4.107425 -1.342926 1.551 2.666 0.583 0.0000
O -0.116209 -5.190123 -1.843293 -0.360 -0.932 -0.138 0.0000
O -0.988685 -3.273165 -1.330866 -0.218 -0.755 0.121 0.0000
H 1.603360 -4.298869 0.070663 -0.586 0.926 -1.965 0.0000
H 1.246695 -2.619118 -0.380678 -0.565 0.511 -0.293 -0.0002
H 1.937098 -3.680854 -1.698457 -0.338 0.024 0.865 0.0000
C -0.813719 0.521459 -3.860238 -0.007 -0.389 0.137 0.0008
N -0.080430 -0.564422 -3.161363 -0.142 -1.088 -0.033 0.0017
O 0.161072 -1.594439 -3.769928 -0.049 1.566 0.998 0.0126
O 0.123337 -0.457642 -1.942617 0.424 -0.536 -0.221 -0.0016
H -0.346934 1.487814 -3.707039 0.043 -0.018 0.558 0.0000
H -1.838155 0.436342 -3.427444 0.702 0.309 -0.700 0.0002
H -0.691559 0.246281 -4.888213 -0.520 -0.046 -0.558 0.0001
C -0.957946 4.118723 0.682672 -0.130 -0.387 -0.245 0.0003
N 0.057389 3.409101 1.520955 0.232 -0.028 0.487 0.0026
O 0.183280 2.188998 1.335288 -0.027 0.104 -0.257 -0.0033
O 0.649232 3.950747 2.416762 -0.649 0.123 -0.804 0.0141
H -0.949966 5.174236 0.896835 0.105 0.127 0.264 0.0000
H -1.906054 3.631167 0.920884 0.054 0.174 0.120 0.0002
H -0.775660 3.924688 -0.375997 0.345 -0.097 0.199 -0.0001
C -1.867927 -1.713374 2.517592 -0.334 1.571 -2.347 -0.0003
N -1.391491 -0.427364 1.873558 -0.264 -1.190 -1.264 0.0041
O -0.707038 -0.563022 0.838435 0.005 -0.757 0.487 0.0101
O -1.834569 0.607039 2.197545 -0.359 1.374 1.162 0.0063
H -2.302751 -2.178550 1.628303 0.312 -0.655 0.377 0.0002
H -2.648700 -1.354992 3.119463 -0.818 0.030 1.298 -0.0001
H -1.025148 -2.150457 2.968386 0.633 -0.832 0.436 0.0000
```
Positions in Å, forces in eV/Å.

***

# 2
The following is a quantum chemistry calculation of the molecule C7H10, from the OMol25 dataset.

Summary:
HOMO level (alpha / beta): -7.08 / -6.37 eV
frontier orbital gap (alpha / beta): 0.2927 / 0.2549 Eh
LUMO energy (alpha / beta): 0.889 / 0.569 eV
energy relative to the best compared isomer or geometry (same formula, charge and spin): 7.391 eV
largest force on an atom: 0.7 eV/A
calculated total energy: -272.4464 a.u.

```
17
Properties=species:S:1:pos:R:3:forces:R:3:mulliken_charge:R:1
C 0.520874 -0.381373 1.509605 0.241 0.375 0.018 -0.4727
C 0.212017 -1.613502 0.857535 -0.163 -0.391 0.492 -0.5155
C -0.850743 -0.573298 0.900696 -0.196 0.095 -0.086 -0.6394
C -0.982363 0.025109 -0.487990 -0.034 -0.080 -0.035 0.2364
C -0.390742 1.469872 -0.545470 0.054 0.068 0.044 -0.5505
C 0.932332 0.797485 -0.877243 0.369 0.416 0.217 -0.7369
C 0.313319 -0.498415 -1.145598 -0.034 0.267 -0.689 -0.7014
H 0.649927 -0.252437 2.582201 -0.025 -0.078 -0.139 0.3317
H 1.183840 0.349486 0.921989 -0.173 -0.216 0.185 0.0978
H 0.238131 -2.614276 1.275219 0.028 0.130 -0.095 0.2860
H -1.720510 -0.569103 1.560662 0.162 -0.074 -0.095 0.4234
H -1.941643 -0.157875 -0.982721 0.149 -0.012 0.130 0.4671
H -0.424323 1.984075 0.421358 -0.012 -0.064 -0.111 0.2983
H -0.781746 2.143327 -1.318288 0.058 -0.136 0.092 0.2769
H 0.428551 0.181205 -2.126071 -0.224 -0.355 -0.051 0.2515
H 1.916084 1.184220 -1.130500 -0.150 -0.053 0.049 0.4493
H 0.696995 -1.474502 -1.415386 -0.051 0.109 0.077 0.4980
```
Positions in Å, forces in eV/Å.

***

# 3
The following is a quantum chemistry calculation of a cluster of 2 separate species, C20H23N3O3 in total, from the OMol25 dataset.

Summary:
HOMO level: -7.91 eV
frontier orbital gap: 0.2348 Eh
LUMO energy: -1.517 eV
energy relative to the best compared isomer or geometry (same formula, charge and spin): 4.153 eV
largest force on an atom: 1.0 eV/A
calculated total energy: -1165.8355 a.u.

```
49
Properties=species:S:1:pos:R:3:forces:R:3:mulliken_charge:R:1
C 1.082491 -5.137822 1.061690 -0.230 -0.032 0.097 -0.1850
C 0.430101 -3.751754 1.064309 -0.331 0.032 0.028 0.1575
O -0.767068 -3.541601 1.282057 0.932 -0.128 -0.138 -0.7272
N 1.399717 -2.850254 0.784473 0.156 -0.239 -0.083 0.0005
C 2.596097 -3.496817 0.588602 -0.328 -0.327 0.040 0.3361
O 3.678279 -3.021217 0.306268 -0.684 -0.269 0.152 -0.6353
O 2.445845 -4.886838 0.738492 -0.028 0.378 -0.012 -0.3998
H 0.988788 -5.608996 2.051616 0.121 0.125 -0.247 0.2310
H 0.601517 -5.791992 0.319122 0.249 0.183 0.125 0.2343
C -2.826595 2.320513 4.962325 0.130 -0.097 0.108 -0.9975
N -3.195049 1.351977 3.950866 0.014 -0.408 0.127 0.1431
C -4.612870 1.108953 3.793607 -0.076 0.064 -0.453 -1.0422
C -2.252504 0.831609 3.097019 0.397 0.249 -0.110 0.7145
C -1.001116 0.402282 3.624539 0.046 0.095 -0.142 -0.7617
C -0.014159 -0.062786 2.789145 -0.041 0.190 -0.272 -0.7416
C -0.145162 0.073442 1.375206 -0.342 0.267 -0.038 0.8261
C 0.937676 -0.242814 0.529469 -0.187 0.329 0.659 -0.4002
C 1.092703 0.186067 -0.819088 -0.085 0.186 -0.942 0.0545
C 1.595527 -0.758866 -1.750540 0.265 0.210 0.099 -0.7048
C 1.795035 -0.425612 -3.069905 -0.122 0.283 0.125 -0.7926
C 1.678545 0.931465 -3.487686 -0.025 -0.250 0.279 1.4971
N 1.953076 1.281496 -4.782090 0.252 0.163 0.016 0.0366
C 1.733994 0.371683 -5.888346 -0.008 -0.089 -0.091 -0.9107
C 2.025453 2.672947 -5.176332 -0.182 0.090 0.137 -1.1105
C 1.299061 1.909117 -2.524751 -0.139 -0.121 -0.290 -0.3973
C 0.866680 1.522059 -1.269106 0.264 -0.694 0.374 -0.6652
C -1.403824 0.506302 0.851871 0.137 -0.294 0.394 -0.5371
C -2.468153 0.768787 1.694048 0.110 0.035 -0.024 -0.5586
H -1.753745 2.253543 5.162806 -0.294 0.139 0.085 0.3631
H -3.055622 3.347769 4.632913 0.045 -0.203 0.048 0.2967
H -3.395991 2.118042 5.875989 0.245 0.095 -0.014 0.3164
H -4.791894 0.070766 3.483355 0.050 0.274 0.081 0.3477
H -5.087347 1.277283 4.767252 0.011 -0.101 -0.269 0.3293
H -5.080744 1.778477 3.057159 -0.046 -0.045 0.131 0.3242
H -0.854815 0.428002 4.706211 -0.055 -0.224 -0.382 0.4143
H 0.899817 -0.507282 3.186720 -0.228 0.185 -0.083 0.4255
H 1.742530 -0.848193 0.946467 -0.289 0.240 -0.082 0.4247
H 1.793981 -1.765503 -1.382818 -0.070 0.225 -0.165 0.3377
H 2.104868 -1.195470 -3.774749 -0.035 0.240 0.315 0.1936
H 1.830789 -0.667205 -5.572207 -0.003 0.238 -0.216 0.2780
H 0.730037 0.516777 -6.320376 0.156 -0.080 0.079 0.3047
H 2.472033 0.587614 -6.669025 -0.117 -0.209 0.124 0.3218
H 2.671553 3.240210 -4.496184 -0.089 -0.122 -0.185 0.3664
H 2.443527 2.714188 -6.186373 -0.043 0.101 0.232 0.2848
H 1.031452 3.147031 -5.189186 0.134 0.009 -0.053 0.3850
H 1.326908 2.965697 -2.797506 -0.323 -0.395 0.113 0.3460
H 0.422628 2.249437 -0.585314 0.381 -0.131 -0.148 0.4282
H -1.515554 0.598328 -0.229967 -0.062 -0.153 0.342 0.5044
H -3.448508 1.029139 1.287976 0.368 -0.017 0.130 0.3434
```
Positions in Å, forces in eV/Å.

***

# 4
The following is a quantum chemistry calculation of the molecule C6H7BCl2O2 at a distorted geometry, from the OMol25 dataset.

Summary:
HOMO level: -8.73 eV
frontier orbital gap: 0.3289 Eh
LUMO energy: 0.218 eV
SMILES: OB(O)/C=C/C=C\C=C(Cl)Cl
energy relative to the best compared isomer or geometry (same formula, charge and spin): 0.000 eV
largest force on an atom: 3.8 eV/A
calculated total energy: -1328.5668 a.u.

```
18
Properties=species:S:1:pos:R:3:forces:R:3:mulliken_charge:R:1
O -0.323447 -0.937208 2.763299 1.268 -0.567 0.440 -0.5288
B 0.914059 -0.625696 2.169496 -2.025 0.874 1.120 0.5789
O 2.043182 -0.717711 2.923546 0.916 -0.131 0.090 -0.5414
C 0.781817 0.170074 0.854767 -0.490 -0.563 0.738 -0.1247
C -0.404397 0.664289 0.505587 0.080 -1.115 0.651 -0.6622
C -0.707347 1.520761 -0.601251 0.206 -0.574 -2.863 -0.2480
C -0.683196 1.400441 -1.948595 0.595 -2.489 -0.987 -0.4277
C -0.299653 0.141567 -2.759289 -0.656 -0.167 3.759 -0.5881
C -0.483000 -1.100057 -2.237797 0.415 1.190 -1.862 0.4267
Cl 0.326244 -2.441268 -3.013044 -0.329 0.032 0.227 -0.1998
Cl -1.590629 -1.499360 -1.030353 -0.229 -0.503 0.340 -0.1225
H -0.073908 -1.269669 3.642126 -0.802 -0.033 -0.251 0.2417
H 1.968240 -0.902691 3.874170 -0.080 -0.046 -0.691 0.2733
H 1.655174 0.414578 0.345509 1.298 0.537 -1.246 0.4576
H -1.266574 0.400815 1.139587 0.350 0.233 -0.268 0.2987
H -1.146445 2.407608 -0.346390 -0.986 2.481 1.037 0.3818
H -0.983430 2.178204 -2.638477 -0.122 0.499 0.566 0.3633
H 0.273310 0.195321 -3.642892 0.592 0.340 -0.798 0.4213
```
Positions in Å, forces in eV/Å.